C17H32Cl2O2P2Pb as an isolated structure at a distorted geometry. Source: the OMol25 dataset; level of theory: ωB97M-V with the def2-TZVPD basis set.

Output
**Energy above the lowest of the compared OMol25 structures with the same formula, charge and spin**: 156.51 kJ/mol
**Kohn-Sham gap**: 3.80 eV

The geometry in ORCA input format:
```
! wB97M-V def2-TZVPD RIJCOSX def2/J DEFGRID3
* xyz 2 1
P 2.51791 4.67388 -0.15365
P 2.47631 2.55194 -3.35702
C 3.61096 4.47069 -1.64318
C 2.85030 4.36162 -2.97814
H 4.20279 3.55259 -1.46368
H 4.29684 5.33297 -1.65112
H 1.89880 4.93240 -3.02208
H 3.50635 4.71713 -3.79482
C 3.59793 2.58484 -4.84116
H 3.46072 1.70477 -5.47994
H 4.65457 2.65847 -4.55869
H 3.34097 3.48318 -5.41717
C 0.92835 2.25344 -4.28414
H 1.10556 2.46121 -5.34752
H 0.10125 2.86524 -3.90376
H 0.64508 1.19820 -4.17179
C 3.56849 4.16459 1.25290
H 2.93619 4.03251 2.13869
H 4.32603 4.93338 1.47110
H 4.07582 3.21262 1.03776
C 2.42174 6.49954 -0.03078
H 1.81721 6.90108 -0.85939
H 3.42962 6.94326 -0.07517
H 1.94607 6.77313 0.92343
Pb 0.24180 3.81575 -0.98749
C 3.43626 0.45268 -2.89805
C 4.72103 0.80608 -2.49998
C 5.48823 0.10941 -1.45888
C 4.83103 -1.17066 -0.84450
C 4.04917 -0.92888 0.42919
C 3.15320 0.06061 0.61034
C 2.64366 0.91052 -0.52049
C 2.39044 0.11902 -1.82426
C 0.11483 2.99619 1.06433
H 3.25357 0.03840 -3.90603
H 5.29656 1.55896 -3.06044
H 5.75066 0.82892 -0.66078
H 6.45278 -0.19392 -1.91037
H 4.21613 -1.67954 -1.60111
H 5.64570 -1.86278 -0.58449
H 4.27141 -1.64275 1.23814
H 2.77778 0.30947 1.61539
H 3.35630 1.72357 -0.71396
H 1.70180 1.37777 -0.20997
H 2.33594 -0.95624 -1.59591
H 1.37200 0.38165 -2.16174
H -0.90344 3.27520 1.37503
H 0.86164 3.44792 1.72663
H 0.19398 1.90403 1.06917
Cl -3.16049 2.29592 -0.43498
C -2.66135 1.00176 -1.57183
Cl -2.87872 1.47031 -3.27429
C -1.16386 0.66461 -1.30155
O -0.92454 -0.46221 -0.86959
O -0.32112 1.61455 -1.56816
H -3.26388 0.10405 -1.38904
*
```

---

A 2-piece molecular cluster, C12H13N2O overall at a distorted geometry. Source: the OMol25 dataset; level of theory: ωB97M-V with the def2-TZVPD basis set.

Output
**Energy above the lowest of the compared OMol25 structures with the same formula, charge and spin**: 152.62 kJ/mol
**Kohn-Sham gap**: 8.45 eV

The geometry in ORCA input format:
```
! wB97M-V def2-TZVPD RIJCOSX def2/J DEFGRID3
* xyz 1 1
C -3.95628 0.68266 -0.04966
C -2.91170 1.21383 -0.82304
C -3.71255 -0.19125 0.97417
C 2.67105 1.80108 -0.26599
C 3.68690 0.87255 -0.14279
C -1.59114 0.87344 -0.59160
C -2.40188 -0.58804 1.16082
C 1.38004 1.40208 0.13356
C 3.48979 -0.35387 0.48696
C -1.33565 -0.10843 0.34775
C 1.23691 0.00653 0.49991
C -0.03107 -0.69416 0.59800
N 2.25370 -0.78220 0.69123
N 0.12152 -1.94722 0.78784
O 1.09572 -1.63328 -1.71519
H -4.98562 0.93663 -0.24579
H -3.07240 1.96873 -1.53785
H -4.53817 -0.61797 1.48659
H 3.02031 2.66580 -0.84714
H 4.75462 1.28858 -0.28043
H -0.92344 1.26173 -1.42959
H -2.10682 -1.04196 2.11566
H 0.55541 2.13313 0.21574
H 4.34513 -0.87265 0.98562
H -0.76849 -2.54284 0.79235
H 1.05075 -2.18819 1.11156
H 1.03975 -2.50062 -2.08648
H 1.63360 -1.04406 -2.37221
*
```

---

CH4NOPS as an isolated structure at a distorted geometry. Source: the OMol25 dataset; level of theory: ωB97M-V with the def2-TZVPD basis set.

Output
**Energy above the lowest of the compared OMol25 structures with the same formula, charge and spin**: 304.37 kJ/mol
**Kohn-Sham gap**: 7.57 eV

The geometry in ORCA input format:
```
! wB97M-V def2-TZVPD RIJCOSX def2/J DEFGRID3
* xyz 0 1
C 0.86308 -0.85400 -0.61719
N -0.55620 1.49545 1.83989
O 0.68715 -0.47060 -1.84767
P -1.22823 2.29811 3.10616
S -0.47579 0.05742 1.01570
H 0.51883 -1.90845 -0.21040
H 1.83400 -0.66096 -0.21657
H 0.82874 0.46784 -1.94310
H -1.96627 1.38993 3.93045
*
```

---

C17H29N3OTaTl as an isolated structure at a distorted geometry. Source: the OMol25 dataset; level of theory: ωB97M-V with the def2-TZVPD basis set.

Output
**Energy above the lowest of the compared OMol25 structures with the same formula, charge and spin**: 0.00 kJ/mol
**Kohn-Sham gap**: 7.54 eV

The geometry in ORCA input format:
```
! wB97M-V def2-TZVPD RIJCOSX def2/J DEFGRID3
* xyz 2 1
N -0.08373 1.95257 1.18787
C 0.28463 3.11166 1.58940
O 0.61310 4.16358 1.99439
Tl -3.34787 -0.26830 0.97082
Ta -0.28776 0.40354 -0.04668
N -1.39613 -1.18893 0.77248
N 1.39629 0.15165 -1.04726
C -0.93173 -1.76652 2.11527
C 2.76973 0.50866 -0.62666
C -1.94831 -2.82417 2.56679
C 0.43589 -2.43870 1.97690
C -0.85509 -0.63296 3.12312
C 3.04987 1.93828 -1.08844
C 3.77653 -0.44651 -1.27095
C 2.90354 0.42713 0.88495
H -2.96887 -2.42983 2.68591
H -1.63939 -3.20534 3.55424
H -1.98026 -3.67517 1.87426
H 0.41294 -3.28185 1.27256
H 0.72684 -2.83670 2.96605
H 1.21871 -1.73553 1.65341
H -0.16344 0.16668 2.81387
H -0.49052 -1.04827 4.07707
H -1.83296 -0.17132 3.33076
H 2.92853 2.02998 -2.17405
H 4.08160 2.21029 -0.82173
H 2.36918 2.64999 -0.60052
H 3.86243 -0.28370 -2.35116
H 3.49575 -1.48877 -1.08181
H 4.76765 -0.27213 -0.83134
H 3.92314 0.74429 1.15243
H 2.77732 -0.60545 1.23661
H 2.20143 1.09162 1.40624
C -1.43426 -2.22543 -0.30620
H -0.86190 -1.89234 -1.19045
H -1.00166 -3.16334 0.07474
H -2.47205 -2.43104 -0.62697
C 1.25353 -0.12351 -2.49049
H 0.20299 -0.09271 -2.79663
H 1.79636 0.63401 -3.07714
H 1.64245 -1.12448 -2.73611
C -3.39371 2.65494 -1.93030
C -2.10778 2.94227 -1.51211
C -1.19521 1.85766 -1.31722
C -1.69434 0.51095 -1.47963
C -2.96541 0.25521 -2.00896
C -3.82179 1.34500 -2.18796
H -4.10006 3.47399 -2.10400
H -1.72998 3.95770 -1.35567
H -0.09110 2.05949 -1.38782
H -3.25716 -0.76938 -2.27151
H -4.83796 1.18124 -2.56037
*
```

---

One molecule with the formula C3H7N5O at a distorted geometry. Source: the OMol25 dataset; level of theory: ωB97M-V with the def2-TZVPD basis set.

Output
**Energy above the lowest of the compared OMol25 structures with the same formula, charge and spin**: 150.07 kJ/mol
**Kohn-Sham gap**: 9.21 eV
**SMILES**: N/N=C1\CN(N)C(=O)N1

The geometry in ORCA input format:
```
! wB97M-V def2-TZVPD RIJCOSX def2/J DEFGRID3
* xyz 0 1
C -1.01812 -0.35436 -0.10076
C -0.36221 0.99764 -0.05352
C 1.29444 -0.73874 0.02268
H -3.93425 0.21551 0.47996
H -2.74600 1.37571 0.23209
H -0.53958 1.67363 -0.88265
H -0.58638 1.46086 0.91666
H 2.27152 1.73625 0.95110
H 2.85687 1.23682 -0.45932
H -0.21808 -2.24731 0.25715
N -3.10768 0.44621 -0.12193
N -2.24195 -0.65970 0.05484
N 1.04573 0.57976 -0.06266
N 2.04301 1.61280 0.02835
N 0.01572 -1.26252 0.05188
O 2.39093 -1.23682 -0.04483
*
```

---

C33H36CuN6OS2Si as an isolated structure. Source: the OMol25 dataset; level of theory: ωB97M-V with the def2-TZVPD basis set.

Output
**Energy above the lowest of the compared OMol25 structures with the same formula, charge and spin**: 0.00 kJ/mol
**Kohn-Sham gap (alpha / beta)**: 7.08 / 6.07 eV
**⟨S²⟩**: 0.82

The geometry in ORCA input format:
```
! wB97M-V def2-TZVPD RIJCOSX def2/J DEFGRID3
* xyz 0 2
Cu -0.66791 1.74039 -1.37001
S -2.50919 1.36915 -2.53741
C -3.51268 0.98984 -1.17544
N -4.62936 0.35238 -1.36941
N -5.38791 -0.04943 -0.34378
C -4.92033 -0.54854 0.91705
C -5.68578 -0.31155 2.04678
C -5.28509 -0.83558 3.27168
C -4.11249 -1.56771 3.36851
C -3.34879 -1.80051 2.22852
C -3.75798 -1.30814 1.00222
N -3.19442 1.38964 0.13539
N -2.03113 1.78140 0.32647
C -1.77569 2.18658 1.67968
C -2.62408 1.83191 2.72606
C -2.30224 2.21339 4.01657
C -1.14340 2.94004 4.26673
C -0.30033 3.28217 3.21934
C -0.61152 2.90208 1.92229
H -6.19687 -0.53408 -0.69707
H -6.58141 0.29150 1.96674
H -5.88727 -0.65173 4.15240
H -3.79007 -1.95717 4.32552
H -2.42976 -2.37037 2.29344
H -3.17023 -1.49814 0.11434
H -3.51313 1.25305 2.52364
H -2.95473 1.93286 4.83379
H -0.89537 3.23180 5.27935
H 0.60487 3.84362 3.41052
H 0.03334 3.16206 1.09218
C 3.12911 5.60136 -1.59506
N 3.22517 4.15524 -1.59872
C 4.39398 3.40810 -1.64032
C 4.03223 2.10729 -1.60276
N 2.65836 2.07446 -1.54036
C 2.16984 3.31501 -1.52336
S 0.52808 3.79648 -1.43431
H 4.07811 6.01314 -1.92837
H 2.90108 5.96927 -0.59512
H 2.33674 5.91369 -2.27147
H 5.36053 3.87460 -1.70142
H 4.62233 1.20672 -1.62444
H 1.99559 1.24875 -1.45983
C -1.42230 -2.35556 -1.76694
C -0.01070 -2.24029 -2.35443
C -0.11784 -1.56918 -3.73027
C 0.57798 -3.64378 -2.53073
Si 1.02897 -1.17684 -1.17294
O 0.72133 0.40491 -1.33810
C 0.70466 -1.70415 0.60724
C 0.84299 -3.00756 1.09732
C 0.57084 -3.30971 2.42432
C 0.16089 -2.30991 3.29941
C 0.03157 -1.00771 2.84127
C 0.30293 -0.71871 1.50916
C 2.88854 -1.36049 -1.49015
C 3.42039 -1.22473 -2.77863
C 4.78861 -1.26340 -3.00927
C 5.66740 -1.42476 -1.94542
C 5.16694 -1.54581 -0.65728
C 3.79439 -1.51698 -0.43720
H -2.06440 -2.93601 -2.43934
H -1.87872 -1.36832 -1.65181
H -1.41408 -2.85287 -0.79316
H -0.83160 -2.11907 -4.35408
H 0.83634 -1.56891 -4.26126
H -0.46797 -0.53853 -3.65090
H -0.02918 -4.21472 -3.24240
H 0.58616 -4.20495 -1.59462
H 1.60026 -3.61044 -2.91604
H 1.18456 -3.80212 0.44375
H 0.68741 -4.32598 2.78101
H -0.04658 -2.54808 4.33575
H -0.27892 -0.21434 3.51145
H 0.21753 0.30129 1.15835
H 2.75735 -1.07086 -3.62215
H 5.17008 -1.16176 -4.01801
H 6.73567 -1.45557 -2.12067
H 5.84484 -1.66607 0.17898
H 3.42347 -1.61306 0.57726
*
```

---

C17H21Br2N2O2PPdS2 as an isolated structure at a distorted geometry. Source: the OMol25 dataset; level of theory: ωB97M-V with the def2-TZVPD basis set.

Output
**Energy above the lowest of the compared OMol25 structures with the same formula, charge and spin**: 50.40 kJ/mol
**Kohn-Sham gap (alpha / beta)**: 7.53 / 5.77 eV
**⟨S²⟩**: 0.76

The geometry in ORCA input format:
```
! wB97M-V def2-TZVPD RIJCOSX def2/J DEFGRID3
* xyz 1 2
Pd 0.13650 0.53260 -1.31729
Br 1.77792 1.62120 -3.07267
C 2.72748 3.03340 -2.12205
Br 1.59467 4.45639 -1.54976
H 3.44787 3.42494 -2.82765
H 3.20042 2.57651 -1.26418
C 0.03415 -5.36012 -2.75237
C -0.61227 -4.77405 -1.52295
O -1.19935 -3.48152 -1.86412
P -0.76189 -2.12833 -1.22388
S -1.80824 -0.67329 -2.13794
S 1.19682 -1.73739 -1.34095
O -1.19930 -2.33839 0.28090
C -1.03708 -1.36534 1.32828
C -2.22811 -1.44302 2.25077
H 0.48561 -6.32149 -2.50372
H 0.81036 -4.69401 -3.12946
H -0.70724 -5.51277 -3.53630
H 0.10542 -4.64399 -0.71227
H -1.43639 -5.38419 -1.16354
H -0.96246 -0.36934 0.88581
H -0.10637 -1.58644 1.85052
H -3.13966 -1.13697 1.73716
H -2.06915 -0.79019 3.11038
H -2.35563 -2.46486 2.60792
C 3.28671 -0.17508 3.33518
C 3.48027 -0.32172 1.97070
C 2.61599 0.29440 1.08152
C 1.54500 1.03369 1.55399
C 1.35582 1.19761 2.92413
C 2.23088 0.59544 3.80862
N 0.65476 1.59948 0.59918
N -0.20318 2.37640 0.99456
C -1.15431 2.71120 0.05090
C -2.16704 3.60756 0.38207
C -3.11760 3.94475 -0.56203
C -3.05233 3.40633 -1.83919
C -2.02956 2.52191 -2.18382
C -1.11352 2.16441 -1.22546
H 3.96305 -0.65250 4.03242
H 4.30489 -0.91739 1.60237
H 2.76422 0.21175 0.01302
H 0.51707 1.78763 3.26928
H 2.09059 0.72222 4.87415
H -2.18236 4.02218 1.38266
H -3.91159 4.63377 -0.30905
H -3.79968 3.66902 -2.57685
H -1.97217 2.12762 -3.18902
*
```

---

C7H10 as an isolated structure at a distorted geometry. Source: the OMol25 dataset; level of theory: ωB97M-V with the def2-TZVPD basis set.

Output
**Energy above the lowest of the compared OMol25 structures with the same formula, charge and spin**: 686.38 kJ/mol
**Kohn-Sham gap (alpha / beta)**: 7.59 / 7.58 eV

The geometry in ORCA input format:
```
! wB97M-V def2-TZVPD RIJCOSX def2/J DEFGRID3
* xyz 0 1
C 1.87446 0.63340 0.07207
C 0.51300 -1.11306 -0.20734
C -0.53863 -1.28092 0.86948
C -1.35519 -0.32901 0.02754
C -0.56534 -0.85432 -1.19917
C -0.95073 1.08677 0.27008
C 0.32457 1.45919 0.13673
H 2.33280 0.67967 -0.91964
H 2.30204 1.45677 0.61721
H 2.23238 -0.24053 0.62166
H -0.32724 -1.03956 1.90889
H -0.96522 -2.27515 0.77599
H -2.41983 -0.50473 0.02155
H -0.36719 -0.21082 -2.04446
H -0.96111 -1.78345 -1.60236
H -1.74020 1.81159 0.46379
H 0.61144 2.50414 0.18796
*
```

---

A 5-piece molecular cluster, H9O4S overall at a distorted geometry. Source: the OMol25 dataset; level of theory: ωB97M-V with the def2-TZVPD basis set.

Output
**Energy above the lowest of the compared OMol25 structures with the same formula, charge and spin**: 60.63 kJ/mol
**Kohn-Sham gap (alpha / beta)**: 11.55 / 7.23 eV
**⟨S²⟩**: 0.75

The geometry in ORCA input format:
```
! wB97M-V def2-TZVPD RIJCOSX def2/J DEFGRID3
* xyz 0 2
S -1.20296 -0.31307 -1.70562
H -2.23050 0.03094 -2.48569
H -0.20854 1.35271 -0.95096
H -0.41497 1.50499 0.50365
O 0.14338 1.87630 -0.20503
H -0.11543 -1.28336 0.02749
H 1.27969 -1.53729 0.26657
O 0.43621 -1.71327 0.70185
H 2.97808 0.04569 -1.06770
H 2.03905 0.38456 0.09012
O 2.96030 0.17237 -0.11659
H -2.15347 -0.50388 2.30583
H -1.73739 -0.18432 0.87523
O -1.77346 0.16762 1.76085
*
```

---

One molecule with the formula C18H18N2O3S at a distorted geometry. Source: the OMol25 dataset; level of theory: ωB97M-V with the def2-TZVPD basis set.

Output
**Energy above the lowest of the compared OMol25 structures with the same formula, charge and spin**: 87.82 kJ/mol
**Kohn-Sham gap**: 8.52 eV
**SMILES**: Cc1ccc(S(=O)(=O)N(C)Cc2cc3ccccc3[nH]c2=O)cc1

The geometry in ORCA input format:
```
! wB97M-V def2-TZVPD RIJCOSX def2/J DEFGRID3
* xyz 0 1
C -2.04552 2.13068 -2.33973
C -1.47059 1.74303 -1.01268
C -0.29287 2.32988 -0.56186
C 0.24532 1.97598 0.66120
C -0.39468 1.03619 1.44626
C -1.58050 0.46362 1.03244
C -2.10861 0.81323 -0.19963
H -3.03080 0.35853 -0.53167
H -2.08362 -0.25294 1.66132
S 0.35356 0.60929 3.02863
O 1.72723 1.02221 2.96748
O -0.48377 1.14612 4.06133
N 0.35078 -1.03435 3.19699
C -0.82388 -1.70447 3.69875
H -0.53059 -2.41796 4.47270
H -1.45691 -0.94222 4.14626
H -1.35897 -2.23964 2.91052
C 1.29794 -1.77255 2.38743
C 1.05995 -1.55733 0.91693
C 1.80633 -0.69304 0.19397
C 1.51056 -0.39655 -1.17142
C 2.23459 0.53098 -1.92839
C 1.87913 0.80060 -3.22946
C 0.79336 0.14624 -3.80859
C 0.06506 -0.77288 -3.08706
C 0.41462 -1.05015 -1.76493
N -0.29227 -1.94998 -1.01708
C -0.07419 -2.24801 0.30933
O -0.80817 -3.04004 0.87690
H -1.07782 -2.42492 -1.44704
H -0.77728 -1.28163 -3.53260
H 0.52092 0.36092 -4.83107
H 2.43971 1.51905 -3.80765
H 3.07212 1.03415 -1.46998
H 2.63380 -0.18023 0.66311
H 2.29732 -1.41802 2.65058
H 1.19746 -2.83105 2.63638
H 1.16397 2.40828 1.02380
H 0.20659 3.06236 -1.17846
H -1.25427 2.26875 -3.07302
H -2.73802 1.37564 -2.70217
H -2.58698 3.07221 -2.24781
*
```

---

An isolated ion of composition C6H16N2 and charge +1 at a distorted geometry. Source: the OMol25 dataset; level of theory: ωB97M-V with the def2-TZVPD basis set.

Output
**Energy above the lowest of the compared OMol25 structures with the same formula, charge and spin**: 231.00 kJ/mol
**Kohn-Sham gap (alpha / beta)**: 8.54 / 3.83 eV
**⟨S²⟩**: 0.75

The geometry in ORCA input format:
```
! wB97M-V def2-TZVPD RIJCOSX def2/J DEFGRID3
* xyz 1 2
C 0.95958 0.36685 2.51654
C -0.18082 0.99615 1.61885
C -0.89177 -0.28129 0.85000
C 0.22005 -0.93699 0.04419
C 0.53023 -0.37508 -1.32431
N -0.31758 -0.87449 -2.41019
C 0.17413 -0.66845 -3.77198
N -1.12329 1.54329 2.64628
H 1.89354 0.12911 2.07291
H 0.52283 -0.38956 3.24112
H 1.09813 1.18672 3.25379
H 0.03474 1.91002 0.96086
H -1.25888 -1.03658 1.58460
H -1.76212 -0.13079 0.21093
H 1.19961 -0.86462 0.59684
H 0.04319 -2.00758 0.03805
H 0.60423 0.72962 -1.32771
H 1.49839 -0.80416 -1.54221
H -1.34385 -0.46204 -2.21358
H 0.11801 -1.64055 -4.40499
H -0.37205 0.11909 -4.15111
H 1.27768 -0.42031 -3.86829
H -0.89493 2.34732 3.16435
H -2.02905 1.56432 2.21507
*
```

---

Q: Look up the energy above the lowest of the compared OMol25 structures with the same formula, charge and spin of the seventh one.
A: 50.40 kJ/mol